Here is 2 unconnected molecules or ions with the total composition C2H5BO3 in a non-equilibrium geometry from the Open Molecules 2025 dataset. Energies are from ωB97M-V with the def2-TZVPD basis set.

XYZ file:
```
11
C2H5BO3 | the Open Molecules 2025 dataset | ωB97M-V with the def2-TZVPD basis set
B -1.04 0.71 -0.25
C 1.20 0.14 -0.29
C 1.48 -1.15 0.47
O 2.00 0.62 -1.08
O -1.87 -0.22 -0.78
O -1.43 1.89 0.24
H 0.80 -1.98 0.25
H 2.56 -1.37 0.41
H 1.26 -0.92 1.53
H -2.71 0.05 -0.58
H -2.26 2.22 0.08
```

## Properties
E_HOMO (eV): -8.27
ΔE to the lowest compared entry with this formula, charge and spin (kJ/mol): 344.3
Total charge: 0
Orbital gap (Ha): 0.3055
Lowest unoccupied orbital energy (eV): 0.0401

These are the natural (NBO) partial charges, in e, on atoms 1 to 2: 0.9978, 0.4468

Here is a molecular structure, C23H43N2OP3SZr in a non-equilibrium geometry from the Open Molecules 2025 dataset. Energies are from ωB97M-V with the def2-TZVPD basis set.

XYZ file:
```
74
C23H43N2OP3SZr | the Open Molecules 2025 dataset | ωB97M-V with the def2-TZVPD basis set
Zr 0.94 1.03 0.22
P -1.42 1.90 -0.67
P -0.08 -1.70 0.33
P 1.53 0.09 -2.27
H 3.57 3.40 -0.27
C 2.94 2.51 -0.49
C 1.64 3.16 -0.95
H 1.04 2.60 -1.71
C -2.43 2.86 0.52
C -2.60 0.59 -1.17
C -1.48 3.01 -2.13
C 1.23 -2.83 0.96
C -1.40 -2.16 1.53
C -0.71 -2.76 -1.03
C 2.52 1.11 -3.44
C 0.19 -0.41 -3.42
C 2.58 -1.42 -2.19
H 3.51 2.05 -1.31
H 1.10 3.74 -0.19
H -1.77 3.52 1.10
H -2.95 2.19 1.22
H -3.17 3.46 -0.02
H -2.74 -0.14 -0.37
H -2.24 0.05 -2.06
H -3.58 1.04 -1.41
H -0.75 3.82 -2.04
H -2.48 3.46 -2.21
H -1.26 2.46 -3.06
H 0.82 -3.86 0.97
H 1.52 -2.55 1.98
H 2.11 -2.80 0.31
H -1.68 -3.21 1.35
H -2.29 -1.54 1.38
H -1.07 -2.06 2.57
H -1.04 -3.71 -0.58
H 0.05 -2.98 -1.78
H -1.58 -2.29 -1.50
H 2.50 0.63 -4.42
H 3.56 1.19 -3.10
H 2.11 2.13 -3.53
H 0.63 -0.67 -4.38
H -0.52 0.42 -3.57
H -0.37 -1.27 -3.04
H 3.12 -1.53 -3.15
H 2.00 -2.32 -2.00
H 3.32 -1.31 -1.39
C 1.93 2.28 1.70
C 3.04 1.71 0.82
C 4.43 1.70 1.46
C 4.58 2.13 2.75
C 3.50 2.69 3.47
C 2.22 2.79 2.93
S 2.19 4.90 -2.26
H 3.31 4.39 -2.66
H 2.85 0.57 0.59
H 5.25 1.28 0.87
H 5.55 2.06 3.24
H 3.68 3.07 4.48
H 1.42 3.25 3.52
N -1.54 -0.30 7.22
C -0.24 -0.30 6.72
O 0.74 -0.39 7.43
C -0.12 -0.10 5.24
C 1.07 -0.48 4.61
C 1.24 -0.26 3.25
N 0.27 0.32 2.50
C -0.88 0.71 3.09
C -1.10 0.51 4.46
H -1.60 -0.54 8.20
H -2.33 -0.50 6.63
H 1.89 -0.92 5.17
H 2.18 -0.51 2.75
H -1.64 1.17 2.45
H -2.05 0.85 4.88
```

## Properties
E_HOMO (eV): -19.17
ΔE to the lowest compared entry with this formula, charge and spin (kJ/mol): 145.5
Total charge: +4
Orbital gap (Ha): 0.1614
Lowest unoccupied orbital energy (eV): -14.7759

These are the Mulliken partial charges, in e, on atoms 1 to 2: -1.0932, 1.2383

Here is a molecular structure, C19H32Cl2LaN3O5 in a non-equilibrium geometry from the Open Molecules 2025 dataset. Energies are from ωB97M-V with the def2-TZVPD basis set.

XYZ file:
```
62
C19H32Cl2LaN3O5 | the Open Molecules 2025 dataset | ωB97M-V with the def2-TZVPD basis set
O 0.01 -1.96 -1.25
C 0.97 -1.93 -2.25
C 1.99 -2.99 -1.83
C 2.21 -3.31 -0.48
H 1.69 -2.78 0.33
C 3.17 -4.28 -0.19
H 3.38 -4.51 0.86
C 3.84 -4.93 -1.24
H 4.59 -5.69 -1.01
C 3.56 -4.62 -2.57
H 4.06 -5.11 -3.40
C 2.61 -3.65 -2.88
H 2.35 -3.33 -3.89
H 0.32 -2.25 -3.08
C 0.61 0.33 -3.38
C 1.62 -0.61 -2.72
H 1.11 1.05 -4.03
H 0.02 0.92 -2.67
H -0.14 -0.28 -3.93
C 2.88 -0.31 -2.40
C 3.61 0.99 -2.69
H 3.48 -1.01 -1.79
H 4.48 0.81 -3.33
H 4.02 1.47 -1.77
H 2.97 1.73 -3.20
La -0.12 -0.14 0.27
Cl 1.88 -0.79 2.05
Cl 1.77 1.86 -0.88
C 0.34 2.55 1.64
O -0.71 1.93 1.29
N 0.15 3.59 2.42
C -1.24 4.04 2.55
C 1.23 4.16 3.19
H 1.37 2.30 1.27
H -1.91 3.39 1.97
H -1.27 5.06 2.17
H -1.50 4.04 3.60
H 2.09 3.50 3.05
H 0.90 4.19 4.23
H 1.41 5.15 2.78
H -4.24 2.32 -2.47
H -5.43 -0.15 -2.70
C -3.45 1.79 -3.01
C -4.47 -0.53 -3.05
N -3.44 0.38 -2.61
H -2.48 2.26 -2.77
C -2.45 -0.02 -1.84
O -1.65 0.87 -1.39
H -4.23 -1.50 -2.61
H -2.34 -1.12 -1.63
H -3.64 1.82 -4.08
H -4.42 -0.56 -4.14
N -3.13 -2.66 3.07
C -3.71 -1.35 2.74
C -2.83 -0.65 1.80
O -3.07 0.51 1.38
O -1.82 -1.42 1.50
H -3.02 -3.28 2.25
H -3.73 -3.15 3.73
H -2.19 -2.59 3.50
H -4.67 -1.50 2.27
H -3.80 -0.77 3.65
```

## Properties
E_HOMO (eV): -6.93
Total charge: 0
Orbital gap (Ha): 0.2109
Lowest unoccupied orbital energy (eV): -1.1923

These are the natural (NBO) partial charges, in e, on atoms 1 to 2: -1.0025, 0.0639

Here is 2 unconnected molecules or ions with the total composition H3N2O2 in a non-equilibrium geometry from the Open Molecules 2025 dataset. Energies are from ωB97M-V with the def2-TZVPD basis set.

XYZ file:
```
7
H3N2O2 | the Open Molecules 2025 dataset | ωB97M-V with the def2-TZVPD basis set
N 0.95 1.12 0.18
N 2.33 -0.77 -0.24
O -1.20 -0.55 0.48
O 1.68 -0.04 0.58
H -0.71 0.26 0.49
H 1.14 1.22 -0.86
H -0.46 -1.15 0.26
```

## Properties
E_HOMO (alpha / beta) (eV): -2.69 / -2.68
ΔE to the lowest compared entry with this formula, charge and spin (kJ/mol): 27.7
Total charge: -1
Orbital gap (alpha / beta) (Ha): 0.2893 / 0.2888
Lowest unoccupied orbital energy (alpha / beta) (eV): 5.1836 / 5.1786

These are the natural (NBO) partial charges, in e, on atoms 1 to 2: -0.7153, -0.3401

Here is C4H10N2O in the gas phase in a non-equilibrium geometry from the Open Molecules 2025 dataset. Energies are from ωB97M-V with the def2-TZVPD basis set.

XYZ file:
```
17
C4H10N2O | the Open Molecules 2025 dataset | ωB97M-V with the def2-TZVPD basis set
O -2.30 0.96 -0.08
C -1.28 1.33 -0.59
C 0.05 0.64 -0.37
C -0.11 -0.54 0.60
C 1.13 -1.42 0.67
N 1.13 -2.37 -0.48
N 0.98 1.65 0.16
H -1.26 2.26 -1.19
H 0.49 0.15 -1.25
H -1.03 -1.07 0.31
H -0.33 -0.21 1.62
H 1.16 -1.99 1.60
H 2.05 -0.85 0.59
H 0.16 -2.57 -0.70
H 1.50 -3.27 -0.22
H 1.80 1.66 -0.42
H 0.60 2.56 0.37
```

## Properties
E_HOMO (eV): -9.33
ΔE to the lowest compared entry with this formula, charge and spin (kJ/mol): 188.7
Total charge: 0
Orbital gap (Ha): 0.3760
Lowest unoccupied orbital energy (eV): 0.9074
SMILES string: NCC[C@H](N)C=O

These are the natural (NBO) partial charges, in e, on atoms 1 to 2: -0.5079, 0.4348

Here is a molecular structure, C6H10 from the Open Molecules 2025 dataset. Energies are from ωB97M-V with the def2-TZVPD basis set.

XYZ file:
```
16
C6H10 | the Open Molecules 2025 dataset | ωB97M-V with the def2-TZVPD basis set
C 0.94 -0.73 -0.73
C 0.47 -0.66 0.74
C 0.81 0.85 0.66
C 0.30 0.68 -0.79
C -1.19 0.34 -0.61
C -1.06 -0.52 0.68
H 0.54 -1.51 -1.38
H 2.03 -0.68 -0.84
H 0.88 -1.31 1.52
H 1.88 1.06 0.72
H 0.24 1.50 1.33
H 0.55 1.40 -1.58
H -1.56 -0.25 -1.46
H -1.83 1.21 -0.48
H -1.63 -1.45 0.68
H -1.38 0.07 1.54
```

## Properties
E_HOMO (eV): -10.72
ΔE to the lowest compared entry with this formula, charge and spin (kJ/mol): 65.7
Total charge: 0
Orbital gap (Ha): 0.4371
Lowest unoccupied orbital energy (eV): 1.1778

These are the natural (NBO) partial charges, in e, on atoms 1 to 2: -0.4005, -0.2142

Q: total charge of number 5 (C4H10N2O)?
A: 0

Q: Which formula does entry 4 have?
A: H3N2O2

Q: Among the records above, which one has the highest total charge?
A: C23H43N2OP3SZr